[1]
Density functional theory data (ωB97M-V with the def2-TZVPD basis set) for a cluster of 13 separate species, C33H72O35S6 in total at a distorted geometry.

Properties
E_LUMO, Ha: -0.003
Electronic energy, Ha: -6322.9580
Largest force on an atom, Eh/bohr: 0.089
Charge: 0
E_HOMO, eV: -10.41

Cartesian coordinates (Å):
O -6.09377 -3.36265 -1.64536
S -5.39205 -3.23761 -2.90219
O -5.52173 -2.11049 -3.75408
O -3.73337 -3.48909 -2.66035
C -2.88774 -3.53400 -3.81461
C -1.56544 -3.13187 -3.25091
C -5.83479 -4.73227 -3.82270
H -3.24974 -2.78402 -4.51787
H -2.88088 -4.58555 -4.10147
H -1.65917 -2.13550 -2.81900
H -0.79915 -3.28502 -4.01081
H -1.30970 -3.69995 -2.35649
H -5.45595 -5.60795 -3.29567
H -5.36365 -4.64607 -4.80184
H -6.92468 -4.74523 -3.83088
O 3.63925 -5.31502 2.50458
S 3.75930 -5.49188 1.04196
O 4.67228 -6.48926 0.41588
O 2.21749 -5.82658 0.46616
C 1.11988 -5.05828 0.86780
C -0.09444 -5.93582 0.61065
C 4.19460 -3.85835 0.26510
H 0.92462 -4.15605 0.28819
H 1.22809 -4.98681 1.95006
H -0.99999 -5.48804 1.02002
H 0.08803 -6.87884 1.12593
H -0.23706 -6.19889 -0.43747
H 5.12447 -3.50639 0.71183
H 3.39243 -3.14294 0.44621
H 4.24216 -3.97655 -0.81743
O 2.36940 -3.07348 -5.13421
S 2.46022 -1.60095 -4.88040
O 3.70156 -0.80325 -4.97692
O 1.22875 -0.85434 -5.73233
C 1.33852 -0.82745 -7.16564
C 0.93976 -2.26151 -7.56550
C 1.66647 -1.24063 -3.28733
H 2.33961 -0.61881 -7.54299
H 0.56719 -0.13773 -7.50834
H 0.47461 -2.86597 -6.78680
H 1.84819 -2.79479 -7.84564
H 0.34647 -2.30020 -8.47906
H 0.59209 -1.42318 -3.26515
H 1.88695 -0.20088 -3.04564
H 2.19320 -1.83816 -2.54328
O 1.12544 -0.47622 4.20029
S 1.94312 -1.61889 3.85654
O 2.16474 -1.89793 2.43606
O 3.39280 -1.40871 4.69425
C 4.50953 -2.18468 4.22155
C 5.44381 -1.26360 3.40174
C 1.24935 -3.10966 4.77127
H 4.29879 -3.11702 3.69769
H 5.12595 -2.56101 5.03794
H 5.72065 -0.38470 3.98398
H 5.07061 -0.89741 2.44533
H 6.36510 -1.78022 3.13263
H 1.89059 -3.55586 5.53142
H 1.01312 -3.94162 4.10784
H 0.22752 -2.86861 5.06425
O -5.69541 0.25351 -2.04599
S -4.37948 0.64973 -1.51520
O -3.17229 0.83494 -2.39009
O -4.65198 2.14562 -0.81899
C -5.87655 2.29278 -0.01099
C -5.48922 2.93364 1.31299
C -3.96934 -0.17635 0.13003
H -6.43872 1.36376 0.08377
H -6.52023 2.93308 -0.61415
H -4.99695 2.28210 2.03497
H -6.29137 3.41099 1.87584
H -4.67526 3.65041 1.20433
H -4.84050 -0.19749 0.78481
H -3.09083 0.31690 0.54598
H -3.69002 -1.18610 -0.17081
O 2.51454 4.77921 -0.29947
S 1.28188 4.37330 -0.94635
O 0.47934 3.31325 -0.39109
O 0.29706 5.67978 -1.29952
C 0.82350 6.96120 -1.61678
C -0.38513 7.88985 -1.44625
C 1.78821 3.84605 -2.59234
H 1.13078 7.04380 -2.65930
H 1.63943 7.30897 -0.98320
H -1.19417 7.71292 -2.15495
H -0.07644 8.93164 -1.35974
H -0.89910 7.57040 -0.53967
H 2.81644 3.49309 -2.51323
H 1.70801 4.64489 -3.32957
H 1.07672 3.03576 -2.75149
O -0.79216 1.59557 -3.77402
H -1.30569 0.95311 -3.28436
H -1.04901 1.46294 -4.68653
O -4.97332 -4.08541 0.94133
H -4.01885 -4.01368 0.93271
H -5.23991 -3.84721 0.05339
C 5.24007 1.12093 -2.63626
C 5.76778 -0.28822 -2.32041
O 5.45486 -0.47416 -0.91740
C 4.62413 0.49882 -0.48903
O 4.05185 0.54068 0.61415
O 4.32652 1.31596 -1.51779
H 4.66317 1.23864 -3.55356
H 6.02339 1.87423 -2.55236
H 6.82500 -0.26807 -2.58492
H 5.23968 -0.93938 -3.01698
C -1.97497 5.94152 3.17032
C -1.11114 5.70836 1.97216
O -1.31154 4.33692 1.67897
C -2.16042 3.75276 2.57883
O -2.51546 2.58333 2.53161
O -2.48148 4.65138 3.53842
H -2.82661 6.59721 2.98902
H -1.52656 6.30482 4.09500
H -0.08622 5.99433 2.20851
H -1.48315 6.34627 1.17042
C -1.83305 0.56596 5.18374
C -2.15310 -0.67019 4.34916
O -2.69572 -1.57571 5.32633
C -2.41326 -1.17583 6.56854
O -2.39176 -1.95765 7.54297
O -1.95772 0.12735 6.54459
H -2.60613 1.29548 4.94236
H -0.84086 0.97301 4.98890
H -1.21572 -0.99227 3.89562
H -2.74963 -0.34472 3.49692
C 1.77295 3.54596 2.65983
C 1.84432 2.75807 3.98306
O 1.93422 3.68769 4.99495
C 1.73732 4.91781 4.50362
O 1.63569 5.95385 5.09268
O 1.65705 4.87613 3.16967
H 0.80302 3.37842 2.19158
H 2.63347 3.40502 2.00581
H 2.79558 2.22624 3.96449
H 1.06509 2.00169 4.07685
C -0.03521 0.24544 1.07461
C 0.55746 -0.10531 -0.27360
O -0.34809 -1.24741 -0.56552
C -1.04853 -1.69134 0.44408
O -1.74957 -2.73316 0.45550
O -0.96999 -0.79747 1.45149
H -0.68486 1.12060 1.06243
H 0.70284 0.41832 1.85788
H 1.57152 -0.50446 -0.29506
H 0.30709 0.60966 -1.05733

***

[2]
Density functional theory data (ωB97M-V with the def2-TZVPD basis set) for a cluster of 3 separate species, C3H12NO4 in total at a distorted geometry.

Properties
E_LUMO, Ha: -0.115
Electronic energy, Ha: -476.9412
Largest force on an atom, Eh/bohr: 0.057
Charge: +1
ΔE to the lowest compared entry with this formula, charge and spin, kcal/mol: 54.0
E_HOMO, eV: -13.86

Cartesian coordinates (Å):
O 0.49909 -2.22531 1.44843
C 0.37449 -1.72555 0.37502
C 0.05341 -0.22370 0.42472
C 1.04179 0.49284 -0.55880
O 0.89676 -0.24794 -1.71697
N 0.33910 0.32058 1.82316
H 0.50206 -2.18098 -0.69386
H -0.97890 0.03914 0.16770
H 2.06000 0.32048 -0.19202
H 0.73713 1.55022 -0.81967
H 0.50648 0.16096 -2.46119
H 0.59683 -0.47500 2.51095
H 1.16981 0.99381 1.89411
H -0.48828 0.83271 2.32823
H -2.89310 1.72096 1.87840
H -2.88604 0.30590 2.28753
O -2.35468 0.95710 1.83395
H 0.40861 1.28539 -3.97802
H -0.97433 1.71118 -3.73116
O -0.16019 1.54485 -3.24026